(1)
This record from the Open Molecules 2025 dataset describes a gas-phase ion, C5H10N3OS (charge +1). The level of theory is ωB97M-V/def2-TZVPD.

Structure (XYZ):
```
20
Properties=species:S:1:pos:R:3
S 3.51 -0.22 0.51
O -2.05 1.21 0.37
N 0.33 1.70 -0.44
N 1.60 -0.06 -1.27
N 2.12 0.31 1.44
C -1.99 0.05 0.12
C 2.79 -0.41 -0.97
C -0.53 -0.54 -0.27
C 0.55 0.39 -0.56
C -3.02 -0.99 0.15
H -0.61 2.05 -0.02
H -3.36 -1.35 -0.89
H -4.07 -0.53 0.33
H 1.96 1.25 1.70
H -0.72 -1.23 -1.07
H 0.92 2.38 -1.00
H -2.69 -1.76 0.81
H -0.38 -1.34 0.56
H 3.36 -0.70 -1.81
H 2.27 -0.22 2.31
```

Summary:
Electronic energy in a.u.: -833.77427
Multiplicity: 3
Kohn-Sham gap (spin up / spin down) in eV: 6.21 / 6.53
Charge: +1

(2)
This record from the Open Molecules 2025 dataset describes C4H6ClF in the gas phase. The level of theory is ωB97M-V/def2-TZVPD.

Structure (XYZ):
```
12
Properties=species:S:1:pos:R:3
Cl 1.84 -0.14 -0.31
F -0.04 1.45 0.34
C 0.14 0.15 0.10
C -2.36 0.07 -0.45
C -0.36 -0.83 1.04
C -0.99 -0.66 -0.36
H -0.72 -1.45 -1.14
H -2.42 0.95 0.19
H -1.03 -0.42 1.80
H 0.25 -1.71 1.26
H -3.07 -0.68 -0.20
H -2.55 0.29 -1.59
```

Summary:
Electronic energy in a.u.: -716.02055
Multiplicity: 1
Structure (SMILES): C[C@@H]1C[C@@]1(F)Cl
Kohn-Sham gap in eV: 11.29

(3)
This record from the Open Molecules 2025 dataset describes C4H9NO2 in the gas phase. The level of theory is ωB97M-V/def2-TZVPD.

Structure (XYZ):
```
16
Properties=species:S:1:pos:R:3
O 1.53 0.63 1.63
O -1.88 -1.38 1.58
N -0.02 0.12 -0.95
C -0.18 -0.20 0.39
C -1.12 -1.37 0.62
C -0.75 1.17 -1.72
C 1.16 -0.59 1.04
H 0.84 -0.09 -1.37
H -0.26 2.05 -2.19
H 2.36 1.03 1.30
H -0.70 0.64 0.97
H -1.18 -2.28 0.05
H -1.48 0.86 -2.60
H 1.03 -1.35 1.89
H -1.30 1.87 -1.08
H 1.96 -1.13 0.44
```

Summary:
Electronic energy in a.u.: -362.95310
Multiplicity: 1
Structure (SMILES): CN[C@@H](C=O)CO
Kohn-Sham gap in eV: 9.30

(4)
This record from the Open Molecules 2025 dataset describes C14H19BrN2S in the gas phase. The level of theory is ωB97M-V/def2-TZVPD.

Structure (XYZ):
```
37
Properties=species:S:1:pos:R:3
Br -4.04 2.20 -0.51
S 1.15 3.01 1.28
N -4.14 -0.79 0.44
N 2.15 0.84 0.22
C -4.46 -1.86 1.35
C 4.55 -0.09 -1.24
C -1.77 -0.96 0.97
C 2.12 -0.33 -0.64
C 1.05 1.50 0.62
C -1.35 1.60 0.06
C -4.88 -0.86 -0.80
C -2.87 -0.26 0.45
C -2.61 1.06 0.03
C 3.45 1.44 0.43
C -0.26 0.86 0.52
C -0.50 -0.42 1.00
C 3.12 -0.15 -1.78
C 4.56 0.42 0.21
H -4.94 -1.90 -1.15
H -4.13 -2.85 0.99
H -5.55 -1.89 1.47
H 5.52 0.88 0.44
H -4.02 -1.67 2.32
H 3.48 1.84 1.45
H -4.40 -0.28 -1.58
H 5.15 0.56 -1.87
H -5.90 -0.49 -0.66
H -1.92 -1.97 1.34
H 3.58 2.30 -0.25
H 2.87 0.78 -2.30
H 5.00 -1.08 -1.27
H 0.31 -1.00 1.42
H 3.01 -0.97 -2.49
H 2.37 -1.23 -0.07
H 4.41 -0.41 0.90
H -1.20 2.63 -0.25
H 1.11 -0.45 -1.03
```

Summary:
Electronic energy in a.u.: -3626.57731
Multiplicity: 1
Structure (SMILES): CN(C)c1ccc(C(=S)N2CCCCC2)cc1Br
Kohn-Sham gap in eV: 8.25

(5)
This record from the Open Molecules 2025 dataset describes 2 unconnected molecules or ions with the total composition C6H15BrSi. The level of theory is ωB97M-V/def2-TZVPD.

Structure (XYZ):
```
23
Properties=species:S:1:pos:R:3
Br -2.35 3.67 -1.42
Si 0.42 0.21 0.45
C -1.19 -1.80 -1.01
C -0.06 -0.08 -2.37
C 1.47 1.69 0.12
C -1.15 0.71 1.48
C -0.25 -0.62 -1.13
C 1.36 -1.15 1.35
H 0.66 0.77 -2.52
H -2.03 -1.51 -0.41
H -0.47 -0.60 -3.21
H -1.67 -0.14 2.14
H 1.75 -0.78 2.28
H -0.69 1.38 2.19
H 2.30 1.58 -0.58
H 1.98 2.04 0.94
H -1.82 1.26 0.85
H -0.84 -2.68 -0.49
H -1.78 2.87 -0.35
H -1.63 -2.02 -1.92
H 0.98 2.48 -0.35
H 0.88 -2.16 1.65
H 2.20 -1.25 0.65
```

Summary:
Electronic energy in a.u.: -3101.08544
Multiplicity: 1
Structure (SMILES): C=C(C)[Si](C)(C)C.Br
Kohn-Sham gap in eV: 9.98

(6)
This record from the Open Molecules 2025 dataset describes a molecular structure, C3H9N2S. The level of theory is ωB97M-V/def2-TZVPD.

Structure (XYZ):
```
15
Properties=species:S:1:pos:R:3
S -2.78 -0.25 0.65
N -0.37 -0.24 -0.90
N -0.18 -0.98 1.58
C 1.13 -0.10 -1.02
C -1.04 -0.24 0.83
C -1.50 1.17 0.81
H 1.82 -0.91 -0.64
H -1.03 0.40 -1.31
H 1.26 0.83 -0.34
H 0.07 -0.48 2.42
H -0.48 -1.16 -1.31
H -0.65 -1.87 1.76
H -1.62 1.65 1.76
H -1.45 1.68 -0.04
H 1.53 0.24 -1.92
```

Summary:
Electronic energy in a.u.: -627.07338
Multiplicity: 1
Kohn-Sham gap in eV: 10.59
Charge: +1

(7)
This record from the Open Molecules 2025 dataset describes C18H18N2O5 in the gas phase. The level of theory is ωB97M-V/def2-TZVPD.

Structure (XYZ):
```
43
Properties=species:S:1:pos:R:3
O 1.29 0.07 1.51
O -1.91 -0.27 -0.51
O 2.58 0.34 -2.49
O 2.06 -1.77 -1.84
O 1.32 -1.88 0.47
N -1.78 3.07 1.51
N -0.18 4.01 -0.08
C -4.60 0.23 2.68
C 0.50 -3.35 -1.10
C -0.69 1.64 -0.16
C 1.05 0.13 -0.76
C -0.91 2.91 0.38
C 0.28 1.23 -1.17
C 1.71 -2.53 -0.69
C 1.91 -0.47 -1.82
C -3.50 2.33 3.11
C -0.85 5.30 0.14
C -2.62 0.89 1.34
C -1.67 0.60 0.27
C -4.56 1.41 3.41
C 2.94 -3.49 -0.49
C -2.61 2.11 1.96
C -3.58 -0.05 1.78
C 1.16 -0.55 0.46
C 1.27 3.90 -0.37
H -0.87 5.59 1.22
H -1.95 5.17 -0.05
H -5.40 1.71 4.13
H 1.83 4.71 0.09
H 1.45 3.93 -1.39
H -3.41 -1.05 1.36
H 2.78 -4.15 0.38
H 0.00 -3.67 -0.18
H -2.13 4.08 1.68
H -0.55 6.14 -0.53
H -3.40 3.25 3.52
H 0.75 -4.15 -1.72
H 1.51 2.92 0.05
H 3.81 -2.91 -0.36
H 0.56 1.74 -2.11
H 3.18 -4.04 -1.34
H -5.49 -0.38 2.79
H -0.27 -2.81 -1.71
```

Summary:
Electronic energy in a.u.: -1182.33216
Multiplicity: 1
Structure (SMILES): CN(C)c1[nH]c2ccccc2c(=O)c1C=C1C(=O)OC(C)(C)OC1=O
Kohn-Sham gap in eV: 7.72

(8)
This record from the Open Molecules 2025 dataset describes 5 unconnected molecules or ions with the total composition C18H48N2O10. The level of theory is ωB97M-V/def2-TZVPD.

Structure (XYZ):
```
78
Properties=species:S:1:pos:R:3
O 1.05 -1.42 -6.76
O 1.69 3.24 -2.98
O 1.29 -2.23 -4.14
O 5.01 0.76 -0.32
O 0.62 -4.14 1.07
O -0.40 -0.96 -0.01
O 2.00 -1.43 -1.53
O 4.05 -4.63 2.22
O -7.77 -0.36 3.87
O -2.47 1.00 3.60
N 3.19 2.94 -0.24
N -5.32 0.02 2.50
C -2.91 1.00 2.26
C -5.35 -0.24 3.95
C 4.64 3.26 -0.44
C -1.15 0.50 3.83
C 5.30 0.49 -1.67
C -8.97 -1.11 3.85
C -4.43 1.17 2.19
C 2.32 4.02 -0.74
C -0.02 -2.10 -6.20
C 5.41 2.05 0.14
C 0.39 3.70 -3.17
C 0.64 0.02 -0.07
C 0.02 -1.84 -4.63
C 2.46 4.18 -2.27
C 1.42 -0.14 -1.37
C -6.60 -1.02 4.31
C 1.60 -4.50 1.98
C 3.05 -4.36 1.30
H -8.97 -1.98 3.19
H 5.15 -0.58 -1.85
H 4.94 4.23 -0.05
H 2.22 5.21 -2.56
H -2.55 0.14 1.69
H 2.95 2.11 -0.76
H -0.06 -0.77 -4.41
H 3.33 -4.93 0.41
H 3.48 4.10 -2.64
H 1.43 -3.16 -4.34
H 1.32 -0.04 0.78
H 4.73 -3.97 2.08
H -9.75 -0.53 3.36
H 0.63 -4.71 0.30
H 1.43 -5.52 2.35
H 6.49 2.15 0.04
H -0.70 -2.36 -3.99
H 3.09 -3.37 0.85
H 0.08 -3.15 -6.46
H -0.87 -0.30 3.13
H -0.97 -1.69 -6.56
H 1.51 -3.94 2.91
H -1.14 0.06 4.83
H -5.22 0.57 4.65
H 0.00 2.95 -3.85
H 4.66 0.96 -2.41
H 0.73 -0.09 -2.22
H -4.64 1.52 1.18
H -0.27 3.71 -2.30
H 4.90 3.28 -1.50
H 1.74 -1.81 -6.21
H -4.59 -0.96 4.28
H 2.25 0.56 -1.48
H -9.29 -1.31 4.87
H 0.20 1.01 0.05
H -0.10 -1.77 -0.41
H 2.00 -1.68 -2.46
H -2.30 1.81 1.86
H -6.49 -1.96 3.77
H 1.33 3.70 -0.43
H -6.29 0.24 2.37
H 2.60 4.94 -0.23
H -6.63 -1.16 5.39
H -4.70 2.00 2.84
H 5.21 2.10 1.21
H 6.37 0.66 -1.82
H 0.40 4.66 -3.69
H -0.36 1.23 3.71
```

Summary:
Electronic energy in a.u.: -1576.28087
Multiplicity: 2
Kohn-Sham gap (spin up / spin down) in eV: 1.82 / 9.19
Charge: -1

(9)
This record from the Open Molecules 2025 dataset describes CH2N2S2 in the gas phase. The level of theory is ωB97M-V/def2-TZVPD.

Structure (XYZ):
```
7
Properties=species:S:1:pos:R:3
S 0.91 -0.33 0.22
S -2.06 -0.34 0.00
N -0.43 -1.44 0.52
N -1.28 0.99 0.18
C -0.06 1.09 0.42
H 0.46 1.92 0.51
H -0.33 -2.33 0.04
```

Summary:
Electronic energy in a.u.: -945.09666
Multiplicity: 1
Structure (SMILES): C1=NSNS1
Kohn-Sham gap in eV: 7.73

(10)
This record from the Open Molecules 2025 dataset describes a gas-phase ion, C9H16N2P (charge +1). The level of theory is ωB97M-V/def2-TZVPD.

Structure (XYZ):
```
28
Properties=species:S:1:pos:R:3
P 4.33 1.94 -0.08
N 1.67 0.81 0.01
N -0.31 -0.09 0.50
C 1.79 0.11 1.13
C 0.41 0.64 -0.39
C -2.17 -1.55 -0.36
C 2.41 1.67 -2.14
C -1.76 -0.38 0.60
C 2.67 1.45 -0.70
C -2.46 0.93 0.38
C 0.59 -0.51 1.44
C -1.77 -2.87 0.39
H -2.39 1.19 -0.70
H 2.24 0.78 -2.72
H 2.77 0.32 1.72
H -1.97 -3.86 -0.30
H -3.56 0.68 0.78
H -1.78 -1.31 -1.36
H -0.69 -2.66 0.58
H 1.57 2.29 -2.25
H 0.39 -1.18 2.25
H -1.93 1.76 1.01
H -2.43 -2.91 1.24
H 3.27 2.15 -2.57
H -0.11 1.20 -1.10
H -1.76 -0.80 1.70
H 4.25 1.68 1.49
H -3.27 -1.49 -0.56
```

Summary:
Electronic energy in a.u.: -803.05149
Multiplicity: 1
Structure (SMILES): [H]/P=C(/C)[n+]1ccn([C@@H](C)CC)c1
Kohn-Sham gap in eV: 8.00
Charge: +1

(11)
This record from the Open Molecules 2025 dataset describes 2 unconnected molecules or ions with the total composition C8H7BrF2O2. The level of theory is ωB97M-V/def2-TZVPD.

Structure (XYZ):
```
20
Properties=species:S:1:pos:R:3
Br 2.13 3.00 0.75
F 0.81 -1.31 -3.54
F -0.37 1.70 -1.11
O -2.29 -1.23 1.34
O -0.76 1.51 1.03
C 2.21 0.08 0.06
C -0.74 -0.52 -0.32
C 0.57 -0.63 -2.44
C -0.39 -1.05 -1.63
C 2.40 1.24 0.37
C -1.56 -1.46 0.39
C -0.59 0.80 2.30
C -0.59 0.85 -0.10
H 2.10 -0.88 -0.37
H 0.48 0.61 2.66
H 1.15 0.23 -2.47
H -1.14 -0.03 2.15
H -0.96 1.49 3.05
H -0.95 -1.94 -2.12
H -1.51 -2.48 0.01
```

Summary:
Electronic energy in a.u.: -3233.07337
Multiplicity: 1
Structure (SMILES): CO/C(F)=C(C=O)/C=C/F.C#CBr
Kohn-Sham gap in eV: 8.62

(12)
This record from the Open Molecules 2025 dataset describes a molecular structure, C43H36LaNO3P2S. The level of theory is ωB97M-V/def2-TZVPD.

Structure (XYZ):
```
87
Properties=species:S:1:pos:R:3
La -0.95 -0.41 0.46
S -0.79 -3.73 2.34
P -1.10 -0.46 -2.56
P 0.46 2.13 1.57
O -1.32 -3.29 3.61
O 1.25 -1.24 0.34
O -1.57 -4.59 1.49
N -0.38 -2.33 1.46
C 0.29 3.93 1.35
C -5.71 -0.84 -2.73
C 3.04 1.26 0.98
C -5.10 -0.31 -1.59
C 2.79 2.21 3.19
C 4.95 1.37 2.46
C -0.30 -4.37 -1.62
C -3.54 -1.22 -3.74
C 1.72 -3.32 1.64
C 0.93 -2.25 1.10
C -1.01 4.46 1.22
C -0.10 6.69 0.97
C 1.19 6.16 1.04
C 2.81 -5.56 2.85
C -0.50 -2.20 -2.69
C 2.23 1.86 1.96
C -2.92 -0.65 -2.61
C 1.01 -3.88 -3.59
C 1.43 -5.34 2.94
C -1.20 5.83 1.03
C -0.70 0.41 3.45
C -3.71 -0.21 -1.52
C 0.82 0.61 -4.25
C 3.11 -3.53 1.54
C -1.65 2.41 5.15
C 4.15 1.98 3.44
C -1.48 1.07 -4.90
C 0.47 -2.59 -3.64
C 4.38 1.00 1.24
C -0.89 -3.11 -1.69
C -0.91 2.76 4.02
C -0.43 1.77 3.15
C 3.64 -4.67 2.16
C -1.94 1.07 5.42
C -1.02 1.72 -6.04
C 0.91 -4.20 2.34
C -1.50 0.08 4.55
C 1.39 4.79 1.20
C -4.94 -1.30 -3.80
C 0.63 -4.77 -2.59
C 1.27 1.28 -5.38
C 0.36 1.81 -6.30
C -0.57 0.44 -4.03
H -0.69 3.81 3.81
H 1.53 0.21 -3.53
H -2.55 1.02 -4.69
H -0.25 7.77 0.89
H 2.06 6.83 0.98
H 2.40 4.38 1.23
H 1.72 -4.18 -4.36
H 2.16 2.65 3.97
H 1.02 -5.79 -2.57
H -0.21 -0.41 2.87
H 6.00 1.19 2.65
H -0.77 2.42 -1.34
H -1.98 3.20 5.84
H 2.60 0.99 0.01
H 3.73 -2.80 1.02
H -3.25 0.30 -0.65
H 4.58 2.27 4.39
H -1.46 2.53 -1.04
H -2.93 -1.58 -4.57
H 0.77 -6.03 3.47
H -5.41 -1.72 -4.69
H 2.34 1.37 -5.56
H -1.70 -2.86 -0.98
H 3.26 -6.44 3.30
H 0.72 2.29 -7.22
H -2.21 6.24 0.96
H 0.78 -1.89 -4.41
H -0.60 -5.04 -0.82
H 4.99 0.52 0.48
H 4.70 -4.87 2.12
H -1.87 3.79 1.26
H -5.69 0.03 -0.75
H -1.74 -0.97 4.72
H -1.73 2.14 -6.75
H -6.80 -0.88 -2.78
H -2.49 0.80 6.33
```

Summary:
Electronic energy in a.u.: -3052.66599
Multiplicity: 1
Kohn-Sham gap in eV: 7.59
Charge: +2